Entry 1:
ORCA calculation (ωB97M-V/def2-TZVPD) on a molecular structure, C27H55AsInN2O5SeSi3 in a non-equilibrium geometry.

E_LUMO (alpha / beta) = -9.00 / -10.70 eV
highest occupied orbital energy (alpha / beta) = -16.145 / -14.575 eV
gap between HOMO and LUMO (alpha / beta) = 7.15 / 3.88 eV

```
! wB97M-V def2-TZVPD RIJCOSX def2/J DEFGRID3
* xyz 3 1
In 0.101 -1.198 0.430
C -1.680 -2.412 -2.567
C -2.209 -1.043 -2.302
O -1.104 -0.350 -1.652
C -1.413 1.050 -1.667
C -0.432 1.884 -0.922
O -0.208 1.503 0.450
C -1.214 2.050 1.363
C -1.089 1.243 2.602
O -1.367 -0.119 2.151
C -1.958 -1.036 3.125
C -2.898 -1.936 2.399
O -2.113 -2.558 1.378
C -2.993 -3.282 0.490
C -2.117 -3.881 -0.587
O -1.255 -2.991 -1.273
H -0.815 -2.282 -3.230
H -2.427 -3.048 -3.062
H -3.074 -1.027 -1.618
H -2.366 -0.551 -3.277
H -2.414 1.316 -1.250
H -1.392 1.412 -2.678
H -0.750 2.965 -0.935
H 0.531 1.776 -1.419
H -2.263 1.953 0.899
H -0.954 3.113 1.512
H -1.856 1.554 3.317
H -0.121 1.389 3.037
H -2.521 -0.439 3.891
H -1.184 -1.578 3.683
H -3.691 -1.312 1.902
H -3.350 -2.692 3.049
H -3.729 -2.585 0.081
H -3.415 -4.141 1.039
H -2.756 -4.403 -1.312
H -1.451 -4.688 -0.095
C -4.630 5.819 0.998
N -4.721 5.591 -0.414
C -4.740 4.315 -0.936
Se -4.655 2.650 -0.210
N -4.900 4.464 -2.310
C -4.957 5.803 -2.658
C -5.301 6.370 -3.860
C -5.589 7.749 -3.826
C -5.407 8.501 -2.652
C -4.992 7.887 -1.455
C -4.852 6.493 -1.464
H -4.765 4.823 1.455
H -5.404 6.518 1.301
H -3.679 6.293 1.205
H -4.878 3.641 -2.919
H -5.490 5.722 -4.726
H -5.972 8.210 -4.721
H -5.552 9.558 -2.650
H -4.761 8.429 -0.476
C 6.168 -0.557 1.346
Si 4.357 -0.036 1.068
C 4.387 1.161 -0.339
C 3.601 0.978 2.479
As 3.106 -2.023 0.460
Si 3.293 -3.664 2.293
C 5.061 -4.044 2.669
C 2.429 -3.080 3.889
C 2.552 -5.305 1.786
Si 3.773 -2.953 -1.562
C 2.554 -4.387 -1.756
C 3.525 -2.012 -3.129
C 5.585 -3.555 -1.593
H 6.271 -1.624 1.517
H 6.598 -0.151 2.321
H 6.728 -0.195 0.495
H 4.912 2.052 0.074
H 3.392 1.486 -0.635
H 4.896 0.730 -1.234
H 4.287 1.811 2.603
H 3.478 0.464 3.453
H 2.642 1.376 2.133
H 5.200 -5.116 2.850
H 5.425 -3.471 3.510
H 5.689 -3.831 1.844
H 2.431 -2.025 4.009
H 2.876 -3.578 4.712
H 1.360 -3.354 3.853
H 3.221 -5.829 1.086
H 1.523 -5.242 1.374
H 2.633 -5.916 2.684
H 1.541 -4.113 -1.535
H 2.891 -5.135 -1.031
H 2.580 -4.761 -2.806
H 4.082 -1.113 -3.222
H 2.481 -1.722 -3.276
H 3.793 -2.606 -4.013
H 5.909 -3.990 -0.641
H 6.295 -2.836 -1.977
H 5.670 -4.323 -2.391
*
```

=====

Entry 2:
ORCA calculation (ωB97M-V/def2-TZVPD) on a molecular structure, C27H55HgN3O3 in a non-equilibrium geometry.

E_LUMO = 0.23 eV
highest occupied orbital energy = -6.597 eV
gap between HOMO and LUMO = 6.83 eV
energy relative to the best compared isomer or geometry (same formula, charge and spin) = 6.2 kcal/mol

```
! wB97M-V def2-TZVPD RIJCOSX def2/J DEFGRID3
* xyz 0 1
Hg -1.072 0.035 -0.675
C 3.729 0.647 -0.438
C 2.849 -0.442 0.198
C 3.751 -1.353 1.066
C 4.265 -0.709 2.361
C 3.180 0.038 3.130
C 2.187 0.863 2.282
N 1.838 0.043 1.135
O 0.674 0.476 0.495
C 2.834 2.229 2.005
C 0.953 1.083 3.131
C 2.294 -1.373 -0.846
H 3.135 1.498 -0.769
H 4.269 0.191 -1.272
H 4.503 0.987 0.245
H 4.673 -1.481 0.478
H 3.334 -2.345 1.225
H 5.112 -0.045 2.170
H 4.676 -1.533 2.949
H 3.663 0.756 3.803
H 2.610 -0.646 3.763
H 3.883 2.212 1.721
H 2.704 2.885 2.874
H 2.335 2.840 1.241
H 0.490 0.102 3.262
H 0.131 1.608 2.635
H 1.111 1.579 4.087
H 1.891 -2.310 -0.469
H 3.102 -1.742 -1.492
H 1.616 -0.906 -1.567
C -1.357 3.578 -3.462
C -0.618 2.820 -2.347
C 0.315 3.799 -1.614
C -0.379 4.752 -0.652
C -1.212 3.956 0.348
C -2.213 3.059 -0.373
N -1.536 2.219 -1.381
O -2.445 1.254 -1.960
C -3.378 3.849 -0.979
C -2.766 2.160 0.740
C 0.358 1.794 -2.931
H -0.802 3.525 -4.402
H -1.556 4.614 -3.198
H -2.289 3.055 -3.688
H 0.908 4.393 -2.313
H 1.005 3.254 -0.956
H -0.933 5.528 -1.187
H 0.414 5.278 -0.109
H -1.748 4.744 0.889
H -0.561 3.432 1.048
H -3.930 3.169 -1.632
H -3.124 4.781 -1.476
H -4.108 4.057 -0.189
H -3.135 2.751 1.578
H -1.946 1.509 1.064
H -3.621 1.556 0.426
H 0.646 1.065 -2.163
H 1.270 2.285 -3.265
H -0.032 1.205 -3.767
C -1.344 -2.463 -2.617
C -1.404 -3.293 -1.347
C -0.090 -4.052 -1.170
C 0.188 -4.576 0.258
C -0.067 -3.523 1.311
C -1.432 -2.842 1.211
N -1.651 -2.426 -0.174
O -2.820 -1.632 -0.305
C -2.599 -3.710 1.720
C -1.374 -1.629 2.134
C -2.523 -4.348 -1.522
H -2.296 -2.006 -2.897
H -1.007 -3.092 -3.442
H -0.669 -1.600 -2.568
H -0.227 -4.988 -1.721
H 0.781 -3.553 -1.585
H 1.242 -4.868 0.274
H -0.371 -5.509 0.366
H 0.659 -2.710 1.216
H 0.064 -3.941 2.311
H -2.262 -4.266 2.599
H -3.420 -3.097 2.108
H -3.088 -4.406 1.040
H -1.564 -1.934 3.165
H -0.444 -1.086 2.003
H -2.251 -0.999 1.947
H -2.436 -5.199 -0.850
H -2.444 -4.737 -2.538
H -3.517 -3.905 -1.427
H -3.583 -2.234 -0.283
*
```

=====

Entry 3:
ORCA calculation (ωB97M-V/def2-TZVPD) on 6 unconnected molecules or ions with the total composition C27H56BClN8O8P in a non-equilibrium geometry.

E_LUMO = -3.55 eV
highest occupied orbital energy = -11.008 eV
gap between HOMO and LUMO = 7.46 eV
energy relative to the best compared isomer or geometry (same formula, charge and spin) = 0.0 kcal/mol

```
! wB97M-V def2-TZVPD RIJCOSX def2/J DEFGRID3
* xyz 1 1
C 2.491 -4.101 -1.679
O 2.092 -2.781 -2.071
B 2.953 -1.739 -1.919
O 4.190 -1.705 -2.490
C 2.440 -0.461 -1.114
C 2.215 0.749 -1.788
P 2.478 1.059 -3.571
N 1.944 2.478 -3.922
C 1.727 1.827 -1.114
N 1.476 1.711 0.198
C 1.666 0.587 0.910
C 1.286 0.619 2.346
C -0.235 0.440 2.468
C -0.789 -0.831 1.857
C -2.316 -0.901 1.996
N -2.944 -1.419 0.772
C -3.692 -0.534 0.017
C -4.882 -1.109 -0.702
O -3.369 0.638 -0.083
C 2.162 -0.516 0.244
Cl 2.448 -1.970 1.103
H 3.524 -4.127 -1.337
H 1.838 -4.440 -0.879
H 2.392 -4.778 -2.523
H 4.200 -2.189 -3.324
H 1.859 0.000 -4.258
H 3.863 0.892 -3.727
H 1.253 2.451 -4.663
H 1.520 2.761 -1.617
H 1.119 2.510 0.709
H 1.555 1.588 2.766
H 1.809 -0.142 2.913
H -0.704 1.292 1.961
H -0.511 0.537 3.516
H -0.562 -0.916 0.794
H -0.331 -1.692 2.351
H -2.701 0.094 2.199
H -2.589 -1.573 2.805
H -3.412 -2.303 0.893
H -4.618 -1.364 -1.727
H -5.282 -1.997 -0.217
H -5.667 -0.360 -0.746
C -3.693 -4.311 -2.499
O -4.447 -5.134 -2.972
N -2.427 -4.102 -2.916
C -1.564 -3.104 -2.319
C -1.925 -4.916 -4.010
H -3.993 -3.652 -1.666
H -1.254 -2.366 -3.063
H -0.668 -3.567 -1.899
H -2.092 -2.588 -1.519
H -2.536 -4.777 -4.902
H -1.956 -5.973 -3.745
H -0.899 -4.627 -4.226
C -5.568 0.023 4.334
O -4.430 0.048 4.769
N -6.122 0.998 3.595
C -7.486 0.918 3.108
C -5.323 2.171 3.278
H -6.251 -0.824 4.517
H -7.508 0.955 2.018
H -8.081 1.746 3.496
H -7.936 -0.016 3.435
H -4.432 1.887 2.716
H -5.002 2.671 4.192
H -5.919 2.856 2.680
C 0.529 0.032 6.217
O 1.289 0.481 5.371
N 0.133 0.700 7.306
C -0.777 0.123 8.279
C 0.634 2.050 7.514
H 0.099 -0.981 6.146
H -1.684 0.724 8.356
H -0.304 0.072 9.260
H -1.052 -0.883 7.970
H 0.350 2.693 6.682
H 1.722 2.045 7.578
H 0.217 2.445 8.436
C 5.113 2.895 2.987
O 3.905 3.045 2.910
N 5.840 2.285 2.031
C 7.274 2.095 2.113
C 5.092 1.815 0.886
H 5.706 3.243 3.846
H 7.777 2.594 1.283
H 7.524 1.033 2.087
H 7.642 2.517 3.046
H 4.580 2.657 0.416
H 4.333 1.113 1.238
H 5.744 1.335 0.161
C 1.608 0.937 -7.591
O 1.065 1.219 -6.533
N 1.516 1.674 -8.703
C 2.176 1.299 -9.939
C 0.724 2.895 -8.662
H 2.228 0.034 -7.715
H 2.881 2.073 -10.245
H 1.444 1.156 -10.735
H 2.721 0.368 -9.795
H 1.121 3.579 -7.912
H -0.309 2.668 -8.399
H 0.754 3.369 -9.638
*
```

=====

Entry 4:
ORCA calculation (ωB97M-V/def2-TZVPD) on 3 unconnected molecules or ions with the total composition C27H56N4O3 in a non-equilibrium geometry.

E_LUMO = 0.44 eV
highest occupied orbital energy = -9.113 eV
SMILES = CCCCCCCCC[C@@](C#N)(CC#N)CCCCCOC.COC[C@@H](C)N.COC[C@@H](C)N
gap between HOMO and LUMO = 9.55 eV
energy relative to the best compared isomer or geometry (same formula, charge and spin) = 15.4 kcal/mol

```
! wB97M-V def2-TZVPD RIJCOSX def2/J DEFGRID3
* xyz 0 1
C 3.920 -0.526 3.739
C 3.719 -0.836 2.220
C 2.865 0.313 1.600
C 2.840 0.278 0.051
C 2.084 -0.960 -0.546
C 0.672 -1.126 0.115
C 0.025 -2.419 -0.462
C -1.543 -2.448 -0.520
C -2.292 -1.445 0.388
C -2.519 -1.904 1.872
C -3.957 -2.423 1.956
N -4.975 -2.881 1.944
C -1.609 -3.087 2.353
C -2.190 -4.450 2.064
N -2.399 -5.519 1.775
C -2.416 -0.769 2.937
C -3.134 0.565 2.565
C -2.160 1.747 2.932
C -0.925 1.829 1.988
C -1.339 2.430 0.593
O -0.397 3.429 0.211
C -0.996 4.602 -0.332
H 2.941 -0.652 4.237
H 4.228 0.525 3.868
H 4.684 -1.217 4.134
H 3.162 -1.787 2.128
H 4.691 -0.842 1.696
H 3.342 1.268 1.908
H 1.860 0.319 2.061
H 3.863 0.349 -0.360
H 2.293 1.191 -0.273
H 2.678 -1.888 -0.495
H 1.867 -0.686 -1.599
H 0.792 -1.289 1.205
H 0.130 -0.195 -0.117
H 0.363 -3.285 0.143
H 0.407 -2.608 -1.484
H -1.831 -2.206 -1.562
H -1.876 -3.494 -0.379
H -3.302 -1.321 -0.052
H -1.866 -0.429 0.416
H -1.592 -3.032 3.461
H -0.559 -3.014 2.036
H -1.346 -0.600 3.166
H -2.878 -1.140 3.872
H -3.489 0.623 1.522
H -4.025 0.702 3.207
H -2.683 2.710 3.057
H -1.755 1.474 3.931
H -0.415 0.855 1.887
H -0.211 2.550 2.428
H -1.257 1.607 -0.146
H -2.369 2.811 0.706
H -2.065 4.482 -0.578
H -0.484 4.814 -1.296
H -0.807 5.492 0.300
C -7.408 -1.984 -2.641
C -6.805 -3.256 -2.055
C -5.392 -3.060 -1.480
O -4.365 -2.982 -2.461
C -4.208 -1.706 -3.052
N -6.834 -4.310 -3.075
H -6.979 -1.727 -3.610
H -8.481 -2.110 -2.792
H -7.266 -1.135 -1.968
H -7.449 -3.567 -1.227
H -5.151 -3.937 -0.873
H -5.349 -2.195 -0.806
H -4.403 -0.898 -2.340
H -4.857 -1.604 -3.925
H -3.176 -1.622 -3.398
H -6.524 -5.182 -2.655
H -6.106 -4.097 -3.753
C 7.318 4.697 -2.681
C 7.821 3.364 -2.136
C 6.730 2.283 -2.051
O 5.839 2.432 -0.958
C 4.781 3.350 -1.173
N 8.462 3.593 -0.837
H 6.733 5.253 -1.948
H 8.160 5.332 -2.962
H 6.702 4.551 -3.571
H 8.584 2.999 -2.831
H 7.223 1.320 -1.894
H 6.174 2.199 -2.994
H 4.435 3.344 -2.211
H 5.086 4.357 -0.879
H 3.950 3.056 -0.530
H 8.883 2.723 -0.521
H 7.722 3.763 -0.159
*
```

=====

Entry 5:
ORCA calculation (ωB97M-V/def2-TZVPD) on 5 unconnected molecules or ions with the total composition C27H56NO5.

E_LUMO = -2.57 eV
highest occupied orbital energy = -11.143 eV
gap between HOMO and LUMO = 8.57 eV

```
! wB97M-V def2-TZVPD RIJCOSX def2/J DEFGRID3
* xyz 1 1
C -1.314 -2.429 2.712
C -0.355 -1.890 1.870
C -0.111 -2.479 0.640
C -0.820 -3.605 0.239
C -0.616 -4.191 -1.125
N 0.555 -5.169 -1.214
C 1.737 -4.869 -0.344
C 2.899 -5.706 -0.870
O 2.475 -6.943 -1.404
C 1.329 -7.508 -0.811
C 0.115 -6.559 -0.891
C -1.787 -4.138 1.089
C -2.032 -3.557 2.323
H -1.510 -1.965 3.669
H 0.211 -1.016 2.169
H 0.626 -2.050 -0.031
H -1.493 -4.767 -1.412
H -0.446 -3.405 -1.861
H 0.896 -5.146 -2.176
H 1.443 -5.109 0.675
H 1.989 -3.814 -0.415
H 3.388 -5.177 -1.690
H 3.638 -5.836 -0.075
H 1.114 -8.410 -1.380
H 1.511 -7.809 0.225
H -0.614 -6.873 -1.634
H -0.380 -6.485 0.078
H -2.370 -4.999 0.780
H -2.791 -3.972 2.973
C -2.123 1.047 -1.179
C -1.041 0.140 -1.729
O -1.506 -1.147 -2.122
C -2.498 -1.162 -3.140
C -2.054 -0.542 -4.452
H -2.625 0.576 -0.332
H -1.689 1.988 -0.843
H -2.880 1.287 -1.926
H -0.300 -0.057 -0.953
H -0.513 0.627 -2.556
H -3.416 -0.685 -2.782
H -2.728 -2.218 -3.289
H -1.841 0.522 -4.351
H -2.845 -0.649 -5.195
H -1.157 -1.034 -4.830
C 4.433 -1.152 2.573
C 3.350 -0.205 2.086
O 2.484 0.263 3.100
C 3.102 1.000 4.149
C 3.836 2.240 3.677
H 3.992 -2.006 3.091
H 5.015 -1.518 1.726
H 5.126 -0.664 3.257
H 2.694 -0.731 1.386
H 3.794 0.632 1.535
H 3.769 0.353 4.729
H 2.280 1.279 4.808
H 4.677 2.006 3.025
H 4.229 2.787 4.534
H 3.165 2.900 3.125
C -7.139 4.258 0.425
C -6.045 4.397 -0.619
O -5.328 3.199 -0.873
C -6.094 2.109 -1.352
C -6.805 2.374 -2.668
H -6.729 3.883 1.363
H -7.595 5.231 0.610
H -7.932 3.581 0.104
H -5.288 5.098 -0.269
H -6.453 4.806 -1.549
H -6.809 1.774 -0.592
H -5.372 1.301 -1.483
H -7.553 3.161 -2.580
H -7.316 1.470 -3.001
H -6.089 2.671 -3.437
C 4.128 6.519 1.914
C 5.203 5.599 1.364
O 4.728 4.321 0.970
C 3.746 4.310 -0.049
C 4.201 4.923 -1.362
H 3.618 6.052 2.758
H 4.580 7.450 2.256
H 3.379 6.774 1.163
H 5.940 5.389 2.140
H 5.737 6.083 0.540
H 2.823 4.792 0.297
H 3.515 3.254 -0.196
H 4.418 5.987 -1.266
H 3.415 4.815 -2.112
H 5.099 4.424 -1.727
*
```

=====

- Number 3 is which compound?
  C27H56BClN8O8P